1.
5 unconnected molecules or ions with the total composition C21H46F9N4O6S5. Source: OMol25; level of theory: ωB97M-V with the def2-TZVPD basis set.

Computed properties:
Net charge = +1
HOMO-LUMO gap = 7.73 eV
LUMO energy = -2.925 eV
Multiplicity = 1

Last column: Löwdin charge in e.
Atoms and positions in Å:
C: 2.8955 -1.0661 -1.1721  0.010
C: 2.4707 0.3673 -1.0833  -0.510
O: 2.5410 1.0069 -0.0448  0.073
O: 2.0243 0.9495 -2.2234  -0.013
C: 0.8557 0.3105 -2.7952  -0.187
C: -0.2467 1.3267 -3.0639  -0.119
C: -1.6289 0.7546 -2.6783  -0.134
C: -2.0556 1.1412 -1.2648  -0.238
N: -1.2287 0.5342 -0.1576  0.153
C: -1.5042 1.3709 0.9247  -0.319
N: -0.6379 2.2083 1.3777  0.344
N: -2.7532 1.2785 1.5221  -0.120
N: -2.8319 0.2571 2.5298  0.108
C: -3.8852 1.2203 0.5586  -0.077
C: -3.5653 1.0797 -0.9585  -0.208
C: -4.4248 -0.0312 -1.6121  -0.107
C: -3.7961 -1.3599 -2.0001  -0.057
C: -3.1627 -2.1725 -0.8634  -0.436
F: -1.7994 -2.0312 -0.9066  0.063
F: -3.5927 -1.7642 0.3458  0.129
C: -3.4329 -3.6769 -1.0662  -0.385
F: -4.7620 -3.9058 -0.8476  0.122
F: -3.1587 -3.9861 -2.3696  0.105
S: -2.4239 -4.8818 0.0189  0.761
F: -2.7625 -6.0369 -1.0050  -0.111
F: -1.1485 -4.4642 -0.8131  -0.137
F: -2.0909 -3.7437 1.0654  -0.126
F: -3.6803 -5.2784 0.8841  -0.112
F: -1.5411 -5.8792 0.8435  -0.092
H: 3.8298 -1.2394 -0.6753  0.075
H: 2.1156 -1.6591 -0.7132  0.079
H: 2.9219 -1.3627 -2.2137  0.084
H: 1.1384 -0.1659 -3.7235  0.089
H: 0.5254 -0.4764 -2.1291  0.102
H: -0.2416 1.4790 -4.1333  0.114
H: -0.0513 2.2597 -2.5543  0.117
H: -2.3740 1.1445 -3.3599  0.135
H: -1.5175 -0.3091 -2.8067  0.068
H: -1.7981 2.1939 -1.1943  0.141
H: -1.6578 -0.3450 0.1141  0.100
H: -0.8143 2.6406 2.2826  0.086
H: 0.1728 2.5234 0.8618  0.154
H: -2.5777 0.6647 3.4186  0.094
H: -2.2328 -0.5375 2.3297  0.088
H: -4.4800 2.1122 0.7067  0.120
H: -4.4972 0.4040 0.9048  0.102
H: -3.9355 2.0073 -1.3760  0.136
H: -4.8702 0.3689 -2.5136  0.125
H: -5.2757 -0.2401 -0.9757  0.120
H: -4.5823 -1.9759 -2.4203  0.133
H: -3.0710 -1.2906 -2.7929  0.110
C: 4.5260 3.7247 0.6939  -0.266
S: 3.3551 4.3444 1.9023  0.771
O: 2.6921 5.5403 1.3151  -0.568
C: 4.5815 4.9352 3.0725  -0.268
H: 3.9605 3.3436 -0.1535  0.038
H: 5.1780 4.5373 0.3744  0.061
H: 5.1054 2.9154 1.1367  0.059
H: 5.2266 5.6629 2.5815  0.061
H: 5.1642 4.0919 3.4414  0.056
H: 4.0566 5.4069 3.9002  0.043
C: 0.9048 -3.3963 -5.7877  -0.251
S: -0.4240 -2.6356 -4.8542  0.864
O: -0.0810 -1.1938 -4.6810  -0.551
C: -0.0597 -3.4183 -3.2840  -0.258
H: 0.8770 -2.9920 -6.7967  0.056
H: 1.8602 -3.1594 -5.3202  0.062
H: 0.7492 -4.4742 -5.8208  0.060
H: 0.9582 -3.1739 -2.9773  0.065
H: -0.1872 -4.4966 -3.3688  0.069
H: -0.7618 -3.0180 -2.5706  0.001
C: 3.3751 -4.4951 3.2226  -0.270
S: 4.0014 -2.9623 2.5286  0.820
O: 3.4569 -2.8599 1.1444  -0.562
C: 5.7059 -3.5020 2.3773  -0.267
H: 2.3009 -4.3871 3.3551  0.047
H: 3.5818 -5.3166 2.5373  0.059
H: 3.8462 -4.6735 4.1887  0.056
H: 5.7518 -4.3915 1.7497  0.060
H: 6.1078 -3.7098 3.3684  0.056
H: 6.2709 -2.6953 1.9159  0.051
C: 0.0744 5.7800 5.0893  -0.250
S: -1.2268 4.6779 4.5368  0.845
O: -0.5511 3.4156 4.0934  -0.582
C: -1.6269 5.5881 3.0435  -0.261
H: 0.4970 5.3651 6.0015  0.057
H: 0.8430 5.8504 4.3189  0.056
H: -0.3512 6.7611 5.2962  0.062
H: -0.7369 5.6733 2.4183  0.061
H: -1.9992 6.5753 3.3135  0.061
H: -2.4030 5.0378 2.5159  0.045

Cartesian forces, eV/Å:
-0.8 0.3 -0.8
0.3 0.9 1.3
0.0 -0.4 -1.2
-0.3 0.3 0.6
0.9 0.2 -0.1
-0.4 -0.7 0.1
1.0 0.4 0.4
0.0 0.1 -0.3
-0.2 0.9 -0.3
0.5 -0.5 0.1
-0.5 0.1 0.0
-0.1 -0.3 0.6
0.0 0.4 0.0
0.2 -0.2 0.1
-0.2 0.0 0.2
0.4 0.1 0.1
-0.3 -0.6 0.4
-0.1 0.0 -1.2
0.0 0.3 0.3
0.1 -0.1 0.2
-1.1 -0.8 -0.2
1.2 0.2 -0.3
-0.2 0.3 1.1
-0.5 -0.1 -0.1
0.1 0.0 0.0
0.3 -0.4 -0.1
0.0 0.2 0.2
0.0 0.0 0.0
0.0 0.0 0.0
0.2 -0.1 0.3
0.0 -0.3 0.5
0.3 -0.1 -0.2
0.3 0.2 0.3
-0.2 -0.1 0.3
-0.1 0.4 -0.2
0.2 0.3 0.1
-0.3 -0.1 -0.2
-0.3 -0.3 -0.1
0.0 0.4 0.0
0.2 -0.2 -0.3
-0.1 0.7 0.4
0.6 -0.8 0.0
0.1 0.0 0.1
0.0 -0.1 0.0
0.0 0.3 0.1
-0.1 -0.3 0.0
-0.2 0.1 -0.3
0.0 0.1 -0.3
-0.2 0.0 0.3
-0.3 -0.1 0.0
0.2 0.1 -0.1
0.1 0.1 -0.1
0.0 -0.3 0.1
-0.1 0.1 0.0
0.1 0.1 0.0
-0.1 0.0 0.1
0.0 0.0 0.0
0.0 0.0 0.0
0.0 0.0 0.0
0.0 0.0 0.0
0.0 0.0 0.0
0.1 0.1 0.0
-0.2 -0.4 -0.1
-0.5 -0.4 -0.6
0.3 0.0 -0.2
0.0 0.0 0.0
0.0 0.0 0.0
0.0 0.0 0.0
0.0 0.0 0.0
0.0 0.0 0.0
-0.1 0.0 0.1
0.0 -0.1 0.0
0.0 0.0 0.0
0.0 -0.1 0.1
0.1 -0.1 0.0
0.0 0.0 0.0
0.0 0.0 0.0
0.0 0.0 0.0
0.0 0.0 0.0
0.0 0.0 0.0
0.0 0.0 0.0
0.1 0.0 0.0
-0.1 0.3 0.1
-0.1 -0.3 -0.5
0.0 0.0 -0.1
0.0 0.0 0.0
0.0 0.0 0.0
0.0 0.0 0.0
0.1 0.0 0.0
0.0 0.0 0.0
-0.1 0.0 0.0



2.
A molecular structure, C21H46FGaNO4S. Source: OMol25; level of theory: ωB97M-V with the def2-TZVPD basis set.

Computed properties:
Net charge = -1
HOMO-LUMO gap = 7.34 eV
LUMO energy = 2.446 eV
Relative energy (zero: lowest compared OMol25 entry of this formula, charge and spin) = 4.43 kcal per mole
Multiplicity = 1

Last column: Löwdin charge in e.
Atoms and positions in Å:
C: -2.9728 -4.8513 -2.0726  -0.112
C: -1.8316 -5.8673 -2.1065  -0.260
C: -0.7613 -5.6268 -3.1896  -0.210
C: -1.2723 -5.1851 -4.5751  -0.206
C: -0.5393 -3.9909 -5.2151  -0.217
C: -0.3721 -2.7358 -4.3561  -0.214
C: -1.6677 -1.9035 -4.2192  -0.217
C: -1.4592 -0.4192 -4.5382  -0.219
C: -0.5518 0.2933 -3.5103  -0.296
C: -1.3036 1.1224 -2.4538  -0.236
Ga: -0.2418 2.6795 -1.7551  0.222
S: 0.9854 3.7392 -3.4112  0.346
C: 1.1346 2.0276 -0.3866  -0.389
C: 2.2005 1.0935 -0.9514  -0.131
F: 0.4986 1.3428 0.7087  -0.152
N: -1.3704 3.9884 -0.7972  -0.101
C: -0.5512 5.0600 -0.1954  -0.151
C: -2.3331 4.4685 -1.6517  -0.616
C: -3.3840 5.3772 -1.0309  -0.022
O: -2.4223 4.1503 -2.8247  0.009
H: -2.6143 -3.8363 -2.2546  0.058
H: -3.5016 -4.8880 -1.1167  0.068
H: -3.7206 -5.0647 -2.8420  0.066
H: -1.3195 -5.8348 -1.1379  0.098
H: -2.2307 -6.8850 -2.1891  0.098
H: -0.0181 -4.9261 -2.8024  0.094
H: -0.2300 -6.5767 -3.3195  0.099
H: -2.3447 -4.9743 -4.5616  0.091
H: -1.1446 -6.0284 -5.2636  0.100
H: 0.4260 -4.3268 -5.6126  0.104
H: -1.1319 -3.6891 -6.0891  0.105
H: 0.0275 -2.9717 -3.3663  0.094
H: 0.3866 -2.1029 -4.8307  0.110
H: -2.0371 -1.9586 -3.1892  0.095
H: -2.4389 -2.3278 -4.8738  0.104
H: -1.0550 -0.3225 -5.5542  0.104
H: -2.4372 0.0743 -4.5267  0.100
H: 0.0716 -0.4590 -3.0076  0.093
H: 0.1535 0.9293 -4.0569  0.063
H: -2.2235 1.5225 -2.8909  0.038
H: -1.5597 0.4918 -1.5938  0.048
H: 2.2064 3.6780 -2.8655  -0.278
H: 1.6136 2.9058 0.0691  0.070
H: 2.3572 1.2653 -2.0194  0.047
H: 1.8782 0.0604 -0.7905  0.068
H: 3.1710 1.1973 -0.4462  0.057
H: -0.8024 6.0468 -0.5976  0.072
H: 0.5072 4.9054 -0.4220  0.044
H: -0.6775 5.0995 0.8935  0.073
H: -4.1095 5.6915 -1.7793  0.070
H: -3.8712 4.8243 -0.2240  0.078
H: -2.9134 6.2458 -0.5617  0.060
C: 3.6890 0.6281 8.6528  -0.123
O: 2.8876 0.3983 7.5225  -0.192
C: 1.5189 0.6494 7.7814  -0.213
C: 0.7230 0.7195 6.4972  -0.191
O: 0.8160 1.9631 5.8313  -0.126
C: 1.9961 2.1863 5.0698  -0.181
C: 2.0168 1.4662 3.7420  -0.204
O: 2.4014 0.1127 3.9279  -0.200
C: 2.0991 -0.6721 2.7920  -0.106
H: 3.3877 -0.0073 9.4959  0.085
H: 4.7157 0.3892 8.3816  0.086
H: 3.6397 1.6771 8.9704  0.087
H: 1.4067 1.5976 8.3242  0.127
H: 1.1156 -0.1602 8.4082  0.125
H: -0.3313 0.6177 6.7654  0.126
H: 0.9914 -0.1086 5.8368  0.125
H: 2.8898 1.9422 5.6501  0.120
H: 2.0001 3.2588 4.8662  0.126
H: 2.7376 1.9576 3.0736  0.131
H: 1.0282 1.5197 3.2735  0.125
H: 1.0210 -0.6969 2.6056  0.090
H: 2.4556 -1.6821 2.9912  0.083
H: 2.5925 -0.2841 1.8950  0.078

Cartesian forces, eV/Å:
-0.2 -0.2 -0.2
0.2 0.1 0.2
-0.1 -0.3 -0.1
0.1 0.0 -0.1
-0.2 0.0 -0.1
0.0 0.2 -0.1
0.2 0.1 0.1
-0.1 -0.2 0.2
0.1 0.0 -0.2
0.2 0.0 -0.1
-0.2 -0.7 0.3
0.0 0.2 -0.1
0.1 0.4 -0.2
0.1 0.0 0.3
0.1 0.1 0.0
0.8 0.4 -1.0
-0.5 -0.1 0.5
-0.1 0.1 0.5
0.1 0.1 0.2
-0.3 -0.3 -0.2
0.0 0.0 0.2
0.1 0.1 0.0
0.1 0.0 0.0
0.0 -0.1 -0.1
-0.1 0.1 -0.1
-0.1 0.1 -0.1
0.1 0.1 0.1
0.1 0.0 0.2
-0.2 0.1 0.0
0.0 0.0 0.2
0.2 -0.1 -0.1
0.0 -0.1 -0.1
0.0 -0.1 0.0
-0.1 -0.1 -0.1
0.0 0.0 0.1
0.0 0.0 0.1
0.1 0.0 -0.1
0.0 0.1 0.0
-0.1 0.0 0.0
0.0 0.0 0.1
-0.2 0.1 -0.1
0.0 -0.1 0.1
0.0 -0.2 0.1
0.0 -0.1 0.1
-0.1 0.0 -0.2
-0.1 0.0 0.0
0.1 0.0 0.0
-0.1 0.0 0.1
0.1 0.0 0.0
0.1 0.0 0.1
-0.1 0.0 -0.1
-0.1 0.0 -0.1
0.0 -0.1 0.0
0.0 0.1 0.0
0.0 -0.1 0.0
-0.1 0.0 0.0
0.0 0.0 0.1
0.0 0.1 -0.1
0.0 -0.1 0.0
-0.1 0.0 0.0
0.1 0.0 0.0
0.0 0.0 0.0
0.0 0.0 0.0
0.0 0.0 0.0
0.0 0.0 0.0
0.0 0.0 0.0
0.0 0.0 0.0
0.1 0.0 0.0
0.0 -0.1 0.0
0.0 0.0 0.0
-0.1 0.0 0.0
0.0 0.1 0.0
0.0 0.0 -0.1
0.0 0.0 0.0
0.0 0.0 0.0